(a)
A cluster of 2 separate species, C22H30N4O5 in total, computed with ωB97M-V/def2-TZVPD.

Atoms and positions in Å:
O: 2.0832 6.5788 2.6195
O: 0.1953 -5.9932 -0.4831
O: 1.1072 -2.5938 -0.6852
O: -1.6720 3.4936 3.1380
O: 1.9585 -2.1105 -2.7502
C: 1.3875 6.1767 3.5426
C: -0.7664 -5.3977 -0.9467
C: 1.3257 -2.8934 -1.8544
C: -1.0350 3.7597 2.1239
C: 1.0910 0.8680 1.3128
C: 1.2404 2.1959 1.1037
C: 0.8292 3.3914 -2.5641
C: 0.5208 2.1347 -3.1160
C: 1.1064 3.5197 -1.1892
C: 0.5028 0.9941 -2.2959
C: 1.0810 2.3937 -0.3353
C: 0.7815 1.1320 -0.9298
N: 0.8570 0.2320 0.1098
N: -1.5409 3.5845 0.8949
N: -0.5835 -4.5638 -2.0333
N: 0.5739 5.1281 3.4408
C: 1.4121 6.8858 4.8763
C: -2.8694 3.0520 0.5953
C: -2.1669 -7.8723 0.6122
C: 1.8731 -2.7363 -4.0379
C: -2.1664 -5.5046 -0.3391
C: 0.7557 -4.1628 -2.4925
C: -2.2598 -6.3769 0.9264
C: 0.7407 -3.7587 -3.9560
C: 1.4634 3.2283 2.1654
C: 0.3920 4.3299 2.2243
H: 1.1481 0.3799 2.2785
H: 0.8584 4.2639 -3.2031
H: 0.3120 2.0454 -4.1731
H: 1.3517 4.4897 -0.7812
H: 0.2845 0.0219 -2.7073
H: 0.8074 -0.7812 0.0074
H: -0.9282 3.7678 0.1128
H: -1.3733 -3.9736 -2.2775
H: 0.0066 4.8749 4.2361
H: 2.0691 7.7520 4.8047
H: 0.4047 7.2102 5.1298
H: 1.7855 6.2040 5.6375
H: -2.7685 2.1239 0.0309
H: -3.4341 3.7755 0.0052
H: -3.4182 2.8440 1.5167
H: -1.2062 -8.1197 0.1518
H: -2.9682 -8.1711 -0.0703
H: -2.2630 -8.4534 1.5342
H: 2.8210 -3.2356 -4.2686
H: 1.6772 -1.9972 -4.8222
H: -2.4893 -4.4927 -0.0797
H: -2.8533 -5.8889 -1.0980
H: 1.4813 -4.9700 -2.3385
H: -1.4693 -6.0975 1.6318
H: -3.2198 -6.1863 1.4166
H: 0.9035 -4.6118 -4.6225
H: -0.2093 -3.2831 -4.2213
H: 2.4372 3.6915 1.9977
H: 1.4964 2.7214 3.1316
H: 0.5378 4.9814 1.3628

Computed properties:
E_HOMO = -0.2877 hartree
LUMO = 0.300 eV

***

(b)
A structure of composition C22H30N4O5, computed with ωB97M-V/def2-TZVPD.

Atoms and positions in Å:
C: 1.4740 4.5302 1.5360
C: 2.7081 4.0377 0.5458
C: 2.6015 2.6560 0.1638
H: 3.4409 2.1881 -0.2622
C: 1.3633 2.1213 -0.9893
N: 0.8815 0.8120 -0.8220
C: -0.1475 0.2981 0.1098
C: -0.5309 -0.8474 -0.3055
C: 0.0062 -1.7362 -1.2529
O: -0.2317 -2.9544 -1.3821
N: 1.0462 -0.9844 -1.8633
C: 1.4942 0.1823 -1.8809
O: 2.5480 0.3000 -2.5584
H: 1.5937 -1.6979 -2.5128
N: -1.5999 -1.3621 0.4797
C: -1.5849 -1.7636 2.0249
O: -2.4565 -2.2161 2.5975
C: -0.1879 -1.7519 2.6795
H: 0.1447 -0.5799 2.9201
H: -0.2499 -2.3428 3.5605
O: 0.8954 -2.1097 1.7046
C: 1.7832 -1.1124 1.7039
O: 1.8668 0.0401 2.0390
C: 2.8934 -1.6794 0.8342
C: 4.0441 -0.7405 0.1265
C: 5.1032 -1.3192 -0.5207
C: 4.9220 -2.7756 -1.1037
C: 3.8720 -3.2515 -0.8368
C: 2.7769 -3.0268 0.1859
H: 2.0422 -3.6571 0.3677
H: 3.7659 -4.2755 -1.3160
H: 5.6366 -2.9498 -1.9227
H: 5.8893 -0.6636 -0.7219
H: 4.0888 -0.0706 0.8190
C: -2.8886 -1.5822 -0.0936
C: -3.4937 0.0298 -0.3194
H: -2.7919 0.5037 -1.0123
C: -4.7744 -0.2738 -0.9857
C: -5.8890 -1.0752 -0.5703
H: -6.2437 -0.5690 0.4773
H: -5.4748 -2.2252 -0.2820
H: -6.9037 -1.0512 -0.9677
C: -5.3966 1.0578 -1.5603
H: -4.5825 1.5526 -2.0593
H: -6.2648 1.0947 -2.3227
H: -5.4468 1.5552 -0.6960
H: -4.3946 -0.8985 -2.1408
H: -3.6930 0.1251 0.6366
H: -2.6237 -1.9398 -1.1423
H: -3.6112 -2.0816 0.5834
N: -0.5983 1.3537 0.7711
H: 0.0093 2.0280 1.1946
H: -1.1168 0.9566 1.3424
H: 0.5157 2.8165 -0.5434
H: 1.8267 2.4698 -1.7195
H: 2.3024 2.0773 1.3045
H: 3.4788 4.1445 0.9977
H: 2.4945 4.6472 -0.3126
H: 0.4866 4.5634 0.9746
H: 1.7297 5.5562 2.0216
H: 1.4513 3.8667 2.2771

Computed properties:
E_HOMO = -0.3057 hartree
LUMO = -0.126 eV

***

Least stable of them? (b).